(1)
{"formula": "C51H136O17", "method": "the ωB97M-V functional and the def2-TZVPD basis", "elements": ["C", "C", "C", "O", "H", "H", "H", "H", "H", "H", "H", "H", "C", "C", "C", "O", "H", "H", "H", "H", "H", "H", "H", "H", "C", "C", "C", "O", "H", "H", "H", "H", "H", "H", "H", "H", "C", "C", "C", "O", "H", "H", "H", "H", "H", "H", "H", "H", "C", "C", "C", "O", "H", "H", "H", "H", "H", "H", "H", "H", "C", "C", "C", "O", "H", "H", "H", "H", "H", "H", "H", "H", "C", "C", "C", "O", "H", "H", "H", "H", "H", "H", "H", "H", "C", "C", "C", "O", "H", "H", "H", "H", "H", "H", "H", "H", "C", "C", "C", "O", "H", "H", "H", "H", "H", "H", "H", "H", "C", "C", "C", "O", "H", "H", "H", "H", "H", "H", "H", "H", "C", "C", "C", "O", "H", "H", "H", "H", "H", "H", "H", "H", "C", "C", "C", "O", "H", "H", "H", "H", "H", "H", "H", "H", "C", "C", "C", "O", "H", "H", "H", "H", "H", "H", "H", "H", "C", "C", "C", "O", "H", "H", "H", "H", "H", "H", "H", "H", "C", "C", "C", "O", "H", "H", "H", "H", "H", "H", "H", "H", "C", "C", "C", "O", "H", "H", "H", "H", "H", "H", "H", "H", "C", "C", "C", "O", "H", "H", "H", "H", "H", "H", "H", "H"], "coordinates": [[-22.52, -24.31, 0.06], [-21.77, -25.54, 0.42], [-21.86, -26.66, -0.57], [-20.39, -25.13, 0.57], [-22.20, -23.46, 0.76], [-23.60, -24.50, 0.08], [-22.33, -24.02, -0.97], [-22.14, -25.96, 1.34], [-21.67, -27.61, -0.02], [-21.09, -26.52, -1.31], [-22.79, -26.64, -1.03], [-19.96, -25.98, 0.60], [-16.64, -16.38, -4.65], [-16.47, -17.80, -5.13], [-15.03, -18.23, -5.31], [-17.14, -18.72, -4.22], [-17.71, -16.17, -4.55], [-16.24, -15.64, -5.41], [-16.16, -16.29, -3.66], [-17.07, -17.93, -6.00], [-14.53, -17.57, -6.09], [-14.87, -19.25, -5.67], [-14.56, -18.03, -4.31], [-16.80, -18.36, -3.40], [-11.41, -16.97, -2.21], [-11.96, -17.91, -1.09], [-12.66, -19.17, -1.61], [-10.77, -18.43, -0.38], [-11.00, -16.03, -1.90], [-12.20, -16.77, -2.86], [-10.63, -17.37, -2.81], [-12.53, -17.28, -0.39], [-11.97, -19.58, -2.39], [-13.66, -19.08, -1.98], [-12.64, -19.81, -0.73], [-10.13, -18.65, -1.04], [-21.36, -22.48, -4.60], [-21.99, -23.84, -4.67], [-20.92, -24.98, -4.39], [-22.96, -23.98, -3.63], [-20.57, -22.40, -5.28], [-20.96, -22.33, -3.53], [-22.04, -21.65, -4.84], [-22.48, -24.03, -5.62], [-20.69, -24.89, -3.32], [-19.98, -24.91, -4.93], [-21.41, -25.89, -4.62], [-23.69, -23.30, -3.75], [-16.08, -19.74, 9.19], [-17.55, -19.92, 8.81], [-17.76, -19.91, 7.32], [-18.26, -21.08, 9.32], [-15.56, -20.62, 8.76], [-15.95, -19.90, 10.31], [-15.74, -18.79, 8.90], [-18.06, -19.03, 9.20], [-17.24, -20.78, 6.87], [-17.34, -18.97, 6.91], [-18.83, -19.87, 7.19], [-17.65, -21.67, 9.79], [-10.82, -24.38, -4.92], [-11.67, -23.16, -5.28], [-11.41, -22.56, -6.66], [-13.02, -23.61, -5.17], [-9.76, -24.14, -5.06], [-11.07, -25.07, -5.73], [-11.08, -24.74, -3.97], [-11.52, -22.41, -4.55], [-11.54, -23.38, -7.34], [-10.41, -22.18, -6.78], [-12.06, -21.68, -6.84], [-13.67, -22.90, -5.08], [-10.17, -22.37, -0.04], [-11.43, -23.33, -0.14], [-11.16, -24.83, -0.51], [-12.14, -23.32, 1.05], [-9.42, -22.82, 0.69], [-10.41, -21.41, 0.41], [-9.73, -22.34, -0.99], [-12.02, -22.98, -1.05], [-10.76, -24.99, -1.53], [-12.10, -25.39, -0.36], [-10.46, -25.11, 0.28], [-12.42, -22.37, 1.28], [-19.88, -22.85, 4.18], [-19.21, -22.16, 2.98], [-17.68, -22.20, 3.09], [-19.60, -22.62, 1.72], [-20.02, -23.98, 4.01], [-20.83, -22.46, 4.44], [-19.29, -22.86, 5.05], [-19.62, -21.16, 3.04], [-17.44, -23.25, 2.96], [-17.24, -21.74, 4.00], [-17.28, -21.70, 2.16], [-19.93, -23.51, 1.67], [-11.94, -18.33, 2.83], [-12.91, -19.48, 2.61], [-14.33, -19.03, 2.33], [-12.35, -20.24, 1.49], [-12.25, -17.64, 3.65], [-11.84, -17.71, 1.93], [-10.91, -18.71, 3.13], [-12.93, -20.14, 3.47], [-14.84, -18.79, 3.27], [-14.81, -19.87, 1.80], [-14.37, -18.15, 1.67], [-11.62, -19.79, 1.08], [-13.52, -29.21, -1.56], [-14.04, -29.36, -0.13], [-14.39, -28.00, 0.39], [-15.22, -30.08, -0.12], [-12.82, -28.39, -1.67], [-14.43, -28.96, -2.15], [-13.07, -30.12, -1.90], [-13.34, -29.87, 0.48], [-15.13, -27.53, -0.20], [-13.56, -27.26, 0.48], [-14.78, -28.04, 1.42], [-14.91, -31.03, -0.05], [-19.32, -19.76, 0.69], [-18.46, -20.14, -0.52], [-17.13, -19.39, -0.56], [-18.14, -21.55, -0.42], [-20.20, -20.35, 0.59], [-19.43, -18.72, 0.65], [-18.90, -20.17, 1.60], [-19.09, -19.98, -1.41], [-17.27, -18.34, -0.32], [-16.54, -19.59, -1.45], [-16.63, -19.82, 0.27], [-18.78, -21.97, 0.11], [-18.16, -26.29, 2.63], [-17.96, -27.55, 1.71], [-18.12, -28.79, 2.60], [-19.00, -27.58, 0.79], [-18.39, -25.30, 2.15], [-17.26, -26.07, 3.26], [-18.85, -26.56, 3.40], [-17.03, -27.49, 1.22], [-19.08, -28.62, 3.06], [-17.46, -28.66, 3.41], [-18.12, -29.76, 2.03], [-18.76, -28.01, -0.05], [-15.48, -26.61, -4.29], [-14.44, -27.41, -5.11], [-14.85, -28.78, -5.53], [-14.19, -26.65, -6.34], [-15.10, -25.62, -4.22], [-15.68, -27.02, -3.27], [-16.40, -26.53, -4.82], [-13.50, -27.41, -4.51], [-14.92, -29.50, -4.74], [-14.00, -29.16, -6.10], [-15.71, -28.79, -6.17], [-13.68, -25.86, -6.13], [-18.47, -30.66, -2.21], [-17.77, -29.31, -2.54], [-18.68, -28.37, -3.37], [-17.45, -28.64, -1.31], [-18.94, -31.15, -3.07], [-19.17, -30.56, -1.36], [-17.70, -31.47, -1.95], [-16.84, -29.58, -3.07], [-18.95, -28.94, -4.29], [-18.14, -27.45, -3.44], [-19.62, -28.18, -2.83], [-17.01, -29.24, -0.68], [-13.10, -25.93, 4.26], [-12.91, -24.44, 4.18], [-14.23, -23.72, 4.10], [-12.31, -24.13, 5.45], [-12.17, -26.45, 4.49], [-13.45, -26.41, 3.38], [-13.67, -26.22, 5.12], [-12.27, -24.10, 3.31], [-14.66, -23.83, 3.09], [-14.19, -22.64, 4.38], [-14.96, -24.16, 4.76], [-11.49, -24.59, 5.34], [-15.64, -22.49, -6.84], [-16.20, -22.01, -5.56], [-17.32, -22.90, -5.11], [-15.14, -21.96, -4.61], [-14.86, -21.77, -7.14], [-16.38, -22.48, -7.65], [-15.20, -23.47, -6.76], [-16.61, -21.00, -5.76], [-17.74, -22.53, -4.18], [-16.88, -23.90, -4.99], [-18.11, -22.92, -5.86], [-15.49, -22.13, -3.71], [-15.26, -23.19, 0.10], [-15.73, -23.77, -1.24], [-16.89, -24.69, -1.06], [-15.98, -22.75, -2.22], [-14.74, -24.02, 0.69], [-16.08, -22.74, 0.69], [-14.60, -22.38, -0.14], [-14.90, -24.33, -1.63], [-17.18, -25.05, -2.05], [-17.73, -24.19, -0.62], [-16.76, -25.65, -0.51], [-16.69, -22.13, -1.84]], "lowdin_charge": [-0.05, -0.49, -0.04, -0.07, 0.10, 0.09, 0.07, 0.13, 0.09, 0.07, 0.06, 0.02, -0.06, -0.51, -0.05, -0.06, 0.08, 0.10, 0.08, 0.13, 0.10, 0.06, 0.08, 0.04, -0.05, -0.39, -0.03, -0.09, 0.07, 0.05, 0.07, 0.13, 0.10, 0.06, 0.05, 0.06, -0.07, -0.47, -0.03, -0.09, 0.04, 0.11, 0.08, 0.12, 0.07, 0.07, 0.05, 0.12, -0.06, -0.52, -0.08, -0.06, 0.09, 0.10, 0.06, 0.13, 0.09, 0.09, 0.08, 0.09, -0.03, -0.48, -0.04, -0.08, 0.08, 0.08, 0.04, 0.11, 0.07, 0.07, 0.08, 0.03, -0.03, -0.49, -0.04, -0.10, 0.10, 0.04, 0.05, 0.13, 0.07, 0.06, 0.07, 0.10, -0.03, -0.49, -0.03, -0.06, 0.10, 0.06, 0.06, 0.11, 0.06, 0.09, 0.07, 0.04, -0.06, -0.43, -0.05, -0.10, 0.09, 0.06, 0.10, 0.12, 0.09, 0.07, 0.08, 0.02, -0.03, -0.51, -0.05, -0.06, 0.08, 0.07, 0.07, 0.13, 0.05, 0.08, 0.08, 0.14, -0.03, -0.42, -0.03, -0.07, 0.08, 0.07, 0.06, 0.14, 0.08, 0.07, 0.05, 0.02, -0.03, -0.46, -0.04, -0.08, 0.07, 0.09, 0.06, 0.08, 0.07, 0.06, 0.10, 0.07, -0.05, -0.45, -0.06, -0.07, 0.05, 0.08, 0.06, 0.14, 0.06, 0.08, 0.08, 0.05, -0.06, -0.46, -0.03, -0.10, 0.07, 0.09, 0.09, 0.12, 0.09, 0.05, 0.08, 0.07, -0.06, -0.48, -0.06, -0.05, 0.08, 0.06, 0.08, 0.14, 0.07, 0.09, 0.07, 0.06, -0.06, -0.51, -0.05, -0.07, 0.08, 0.09, 0.07, 0.13, 0.08, 0.09, 0.08, 0.05, -0.04, -0.46, -0.03, -0.08, 0.09, 0.06, 0.06, 0.13, 0.07, 0.06, 0.08, 0.11], "e_homo_ev": -9.54, "gap_ev": 10.0, "relative_energy_kj_mol": 324.0, "lumo_ev": 0.43, "largest_force_ev_per_a": 4.14}

(2)
{"formula": "C57H50Cl2FeN4O2PS3", "method": "the ωB97M-V functional and the def2-TZVPD basis", "elements": ["Fe", "N", "S", "N", "S", "N", "S", "N", "C", "C", "C", "C", "C", "C", "C", "C", "C", "C", "C", "C", "C", "C", "C", "C", "C", "C", "C", "C", "C", "C", "C", "C", "C", "C", "C", "C", "C", "C", "C", "C", "C", "C", "C", "C", "H", "H", "H", "H", "H", "H", "H", "H", "H", "H", "H", "H", "H", "H", "H", "H", "H", "H", "H", "H", "H", "H", "H", "H", "H", "H", "H", "H", "H", "H", "Cl", "C", "Cl", "H", "H", "C", "C", "O", "O", "H", "H", "H", "C", "C", "C", "C", "C", "C", "P", "C", "C", "C", "C", "C", "C", "C", "C", "C", "C", "C", "C", "H", "H", "H", "H", "H", "H", "H", "H", "H", "H", "H", "H", "H", "H", "H"], "coordinates": [[-1.74, 0.41, -0.09], [-0.57, 0.37, 1.47], [0.73, 0.31, 2.09], [2.12, 0.62, 1.30], [2.37, 1.88, 0.45], [2.14, 1.74, -1.07], [1.20, 0.54, -1.63], [-0.12, 0.36, -1.11], [2.21, -0.91, -1.34], [1.57, -1.97, -0.74], [2.29, -3.13, -0.47], [3.63, -3.21, -0.82], [4.27, -2.12, -1.39], [3.57, -0.95, -1.64], [1.30, 0.95, -3.35], [2.49, 1.07, -4.05], [2.45, 1.40, -5.40], [1.23, 1.63, -6.02], [0.05, 1.53, -5.30], [0.08, 1.17, -3.96], [4.06, 2.28, 0.63], [4.85, 1.55, 1.51], [6.19, 1.87, 1.61], [6.72, 2.90, 0.84], [5.91, 3.62, -0.04], [4.57, 3.31, -0.15], [1.50, 3.29, 1.03], [0.23, 3.51, 0.52], [-0.52, 4.55, 1.04], [0.01, 5.35, 2.05], [1.29, 5.12, 2.54], [2.05, 4.08, 2.03], [1.16, -1.29, 2.73], [2.44, -1.83, 2.65], [2.67, -3.08, 3.21], [1.64, -3.77, 3.83], [0.37, -3.22, 3.89], [0.12, -1.98, 3.34], [0.86, 1.37, 3.51], [-0.27, 2.05, 3.91], [-0.20, 2.85, 5.04], [0.98, 2.95, 5.75], [2.12, 2.26, 5.34], [2.06, 1.45, 4.22], [0.53, -1.87, -0.48], [1.80, -3.97, 0.01], [4.18, -4.13, -0.64], [5.33, -2.17, -1.64], [4.08, -0.07, -2.02], [3.45, 0.92, -3.57], [3.38, 1.49, -5.95], [1.20, 1.89, -7.07], [-0.91, 1.73, -5.78], [-0.83, 1.05, -3.38], [4.41, 0.75, 2.09], [6.83, 1.31, 2.28], [7.77, 3.14, 0.91], [6.33, 4.42, -0.63], [3.92, 3.85, -0.84], [-0.17, 2.88, -0.27], [-1.52, 4.73, 0.65], [-0.57, 6.17, 2.45], [1.70, 5.75, 3.31], [3.05, 3.88, 2.41], [3.23, -1.29, 2.15], [3.67, -3.51, 3.16], [1.84, -4.74, 4.28], [-0.44, -3.76, 4.38], [-0.87, -1.54, 3.36], [-1.18, 1.96, 3.33], [-1.08, 3.40, 5.37], [1.03, 3.58, 6.64], [3.04, 2.34, 5.90], [2.93, 0.89, 3.89], [-3.32, 1.72, 2.09], [-3.82, 0.44, 3.21], [-3.56, -1.17, 2.52], [-4.88, 0.55, 3.40], [-3.24, 0.53, 4.12], [-3.32, 2.98, -2.67], [-2.79, 2.06, -1.62], [-2.66, 0.81, -1.86], [-2.47, 2.44, -0.49], [-3.65, 2.43, -3.54], [-2.53, 3.68, -2.95], [-4.14, 3.56, -2.25], [-0.28, -2.99, -4.68], [-0.02, -3.54, -3.43], [-0.78, -3.16, -2.34], [-1.80, -2.22, -2.48], [-2.05, -1.66, -3.74], [-1.31, -2.07, -4.83], [-2.71, -1.67, -1.02], [-2.74, -3.09, 0.09], [-1.65, -3.29, 0.95], [-1.63, -4.40, 1.78], [-2.69, -5.30, 1.76], [-3.77, -5.09, 0.92], [-3.80, -3.98, 0.08], [-4.42, -1.38, -1.51], [-5.16, -0.45, -0.77], [-6.44, -0.11, -1.16], [-6.99, -0.68, -2.30], [-6.28, -1.63, -3.01], [-5.00, -1.99, -2.62], [0.30, -3.29, -5.54], [0.78, -4.26, -3.31], [-0.59, -3.63, -1.38], [-2.82, -0.92, -3.85], [-1.53, -1.66, -5.81], [-0.84, -2.57, 0.98], [-0.78, -4.56, 2.44], [-2.67, -6.17, 2.41], [-4.60, -5.79, 0.91], [-4.66, -3.82, -0.56], [-4.72, 0.03, 0.09], [-7.01, 0.62, -0.58], [-7.98, -0.38, -2.63], [-6.72, -2.10, -3.89], [-4.45, -2.74, -3.18]], "lowdin_charge": [0.54, -0.31, 0.79, -0.35, 0.90, -0.33, 0.80, -0.29, -0.29, -0.10, -0.06, -0.05, -0.05, -0.06, -0.29, -0.05, -0.05, -0.05, -0.05, -0.06, -0.33, -0.05, -0.04, -0.04, -0.04, -0.05, -0.31, -0.06, -0.04, -0.03, -0.04, -0.05, -0.30, -0.07, -0.05, -0.04, -0.08, -0.08, -0.31, -0.07, -0.05, -0.05, -0.05, -0.06, 0.06, 0.12, 0.12, 0.12, 0.10, 0.09, 0.12, 0.12, 0.12, 0.08, 0.09, 0.12, 0.12, 0.12, 0.13, 0.08, 0.11, 0.12, 0.12, 0.12, 0.10, 0.12, 0.12, 0.12, 0.08, 0.04, 0.12, 0.12, 0.12, 0.10, 0.66, -0.90, 0.64, 0.04, 0.03, 0.04, -0.65, -0.15, -0.09, 0.09, 0.10, 0.10, -0.05, -0.05, -0.09, -0.32, -0.09, -0.06, 1.14, -0.39, -0.15, -0.06, -0.04, -0.05, -0.06, -0.36, -0.10, -0.05, -0.05, -0.05, -0.08, 0.12, 0.12, 0.09, 0.11, 0.12, 0.08, 0.08, 0.12, 0.12, 0.11, 0.06, 0.11, 0.12, 0.12, 0.11], "e_homo_ev": [-13.47, -13.34], "gap_ev": [7.0, 8.4], "s2": 1.07, "relative_energy_kj_mol": 77.9, "multiplicity": 2, "lumo_ev": [-6.46, -4.96], "largest_force_ev_per_a": 1.68, "total_charge": 2}

(3)
{"formula": "C4H11N4", "method": "the ωB97M-V functional and the def2-TZVPD basis", "elements": ["C", "C", "C", "C", "N", "N", "N", "N", "H", "H", "H", "H", "H", "H", "H", "H", "H", "H", "H"], "coordinates": [[0.17, -0.79, -0.53], [-1.21, -0.28, -0.58], [0.32, -2.20, 0.17], [1.76, 1.15, -0.93], [-3.31, 0.82, 0.19], [-2.07, 0.29, 0.06], [1.15, 0.20, 0.05], [0.91, 0.56, 1.34], [0.65, -0.73, -1.60], [-0.35, -2.18, 1.09], [-0.16, -2.92, -0.46], [1.32, -2.29, 0.24], [1.04, 1.69, -1.41], [2.24, 1.72, -0.24], [2.37, 0.68, -1.72], [-3.41, 0.85, 1.18], [0.70, 1.57, 1.39], [1.47, 0.22, 2.06], [-3.61, 1.64, -0.30]], "lowdin_charge": [-0.30, 0.17, 0.01, 0.00, 0.14, 0.10, -0.26, 0.06, 0.18, 0.12, 0.08, 0.05, 0.05, 0.06, 0.11, 0.12, 0.11, 0.08, 0.13], "e_homo_ev": [-12.62, -12.62], "gap_ev": [7.5, 7.5], "relative_energy_kj_mol": 590.4, "lumo_ev": [-5.09, -5.09], "largest_force_ev_per_a": 5.41, "total_charge": 1}

(4)
{"formula": "C4H8O3S", "method": "the ωB97M-V functional and the def2-TZVPD basis", "elements": ["C", "C", "C", "C", "O", "O", "O", "S", "H", "H", "H", "H", "H", "H", "H", "H"], "coordinates": [[-1.93, -0.54, 1.31], [-2.31, 0.29, 0.03], [-1.60, -0.93, -0.10], [2.68, 0.34, -0.85], [1.06, 0.38, 1.22], [1.52, -1.76, 0.09], [-1.02, -1.72, -0.78], [2.18, -0.51, 0.77], [-1.09, -0.13, 2.02], [-2.86, -0.94, 1.74], [-3.36, 0.22, -0.17], [-1.77, 1.20, -0.27], [1.81, 1.17, -0.91], [3.61, 0.87, -0.64], [2.85, -0.24, -1.76], [0.70, -2.27, 0.32]], "lowdin_charge": [-0.04, -0.06, -0.45, -0.21, -0.53, -0.36, 0.10, 0.85, 0.12, 0.10, 0.10, 0.12, 0.10, 0.02, 0.05, 0.10], "e_homo_ev": -9.28, "gap_ev": 10.2, "relative_energy_kj_mol": 365.8, "lumo_ev": 0.88, "largest_force_ev_per_a": 2.88}

(5)
{"formula": "C17H19CaNS", "method": "the ωB97M-V functional and the def2-TZVPD basis", "elements": ["C", "C", "C", "H", "C", "H", "H", "H", "C", "H", "H", "C", "H", "H", "C", "H", "H", "C", "H", "H", "Ca", "H", "S", "C", "C", "C", "C", "C", "C", "C", "C", "C", "N", "H", "H", "H", "H", "H", "H"], "coordinates": [[2.56, 1.69, -1.22], [-0.15, 2.83, -2.21], [2.30, 0.76, -2.24], [3.21, 1.43, -0.36], [-0.45, 1.77, -3.00], [-0.83, 3.16, -1.41], [2.76, -0.26, -2.28], [-1.47, 1.33, -3.01], [2.02, 1.26, -3.66], [2.55, 0.55, -4.34], [2.50, 2.26, -3.82], [2.28, 3.17, -1.39], [3.23, 3.68, -1.65], [2.04, 3.57, -0.38], [1.10, 3.66, -2.31], [1.44, 3.85, -3.35], [0.83, 4.65, -1.90], [0.52, 1.30, -4.08], [0.44, 1.97, -4.96], [0.24, 0.30, -4.44], [0.09, 0.71, -0.88], [2.26, -0.29, -0.94], [-4.34, 0.21, 1.03], [-4.63, 1.28, -0.28], [-3.43, 1.63, -0.92], [-2.30, 1.07, -0.31], [-2.60, 0.27, 0.75], [-1.63, -0.51, 1.53], [-2.04, -1.29, 2.63], [-1.09, -2.00, 3.35], [0.26, -1.96, 2.96], [0.61, -1.19, 1.85], [-0.32, -0.52, 1.14], [-5.65, 1.58, -0.53], [-3.39, 2.29, -1.78], [-3.10, -1.33, 2.89], [-1.37, -2.61, 4.21], [1.04, -2.52, 3.46], [1.65, -1.04, 1.48]], "lowdin_charge": [-0.29, -0.19, -0.36, 0.10, -0.22, 0.11, 0.04, 0.11, -0.19, 0.12, 0.10, -0.21, 0.11, 0.10, -0.18, 0.11, 0.11, -0.19, 0.12, 0.11, 1.26, 0.01, 0.97, -0.42, -0.25, -0.30, -0.55, -0.28, -0.04, -0.06, -0.07, -0.14, -0.05, 0.05, 0.08, 0.09, 0.11, 0.10, 0.09], "e_homo_ev": [-5.33, -5.91], "gap_ev": [5.6, 6.1], "relative_energy_kj_mol": 0.0, "lumo_ev": [0.24, 0.22], "largest_force_ev_per_a": 3.44}